C5H18N2O4 | ωB97M-V/def2-TZVPD

Each line ends with the Löwdin charge.
Atoms and positions in Å:
C (0.587, 1.727, 2.039)  -0.090
N (0.340, 1.077, 0.712)  -0.081
C (-0.767, 0.107, 0.783)  -0.331
C (-0.672, -0.807, -0.393)  -0.169
C (0.083, -2.178, -0.205)  -0.303
N (0.700, -2.509, -1.471)  -0.008
C (-0.926, -0.699, 2.079)  -0.215
O (-0.881, -0.370, 3.236)  0.065
H (1.232, 1.236, 2.748)  0.078
H (-0.375, 2.093, 2.331)  0.076
H (1.137, 2.658, 1.801)  0.079
H (1.177, 0.571, 0.359)  0.064
H (-1.724, 0.648, 0.895)  0.146
H (-1.631, -1.122, -0.770)  0.103
H (-0.181, -0.383, -1.305)  0.113
H (-0.594, -2.875, 0.320)  0.101
H (0.878, -2.008, 0.571)  0.125
H (1.070, -3.474, -1.373)  0.097
H (-0.018, -2.506, -2.182)  0.074
H (-1.413, -1.659, 1.855)  0.115
H (2.659, 0.378, -1.422)  0.027
H (2.273, -0.851, -0.937)  0.022
O (2.715, -0.064, -0.555)  -0.090
H (1.448, 2.444, -2.458)  0.054
H (0.891, 1.830, -1.111)  0.026
O (1.386, 1.639, -1.935)  -0.077
H (-3.543, 1.094, -1.485)  0.031
H (-2.445, 2.049, -1.051)  0.025
O (-3.405, 1.953, -1.075)  -0.054

## Properties
- Kohn-Sham gap: 9.240 eV
- Relative energy (zero: lowest compared OMol25 entry of this formula, charge and spin): 62.7 kcal per mole
- SMILES: CN[C@H](C=O)CCN.O.O.O

=====

C5H18N3O | ωB97M-V/def2-TZVPD

Each line ends with the Löwdin charge.
Atoms and positions in Å:
C (0.218, 0.643, 1.209)  -0.189
N (0.169, 0.022, -0.120)  -0.109
C (-1.199, -0.383, -0.517)  -0.175
C (-1.649, 0.234, -1.904)  -0.163
C (-0.923, 1.498, -2.242)  -0.314
N (-0.962, 2.597, -1.256)  0.010
C (1.623, 0.323, 1.811)  -0.147
N (2.052, -1.014, 1.322)  0.116
H (-0.541, 0.240, 1.876)  0.117
H (0.196, 1.832, 1.247)  0.159
H (0.682, 0.514, -0.874)  0.125
H (-1.820, 0.022, 0.277)  0.097
H (-1.370, -1.460, -0.513)  0.107
H (-1.532, -0.427, -2.762)  0.111
H (-2.726, 0.388, -1.782)  0.116
H (0.139, 1.352, -2.603)  0.115
H (-1.333, 1.934, -3.171)  0.120
H (-1.587, 3.312, -1.610)  0.075
H (-1.334, 2.293, -0.374)  0.036
H (2.399, 1.046, 1.445)  0.138
H (1.814, 0.376, 2.891)  0.132
H (3.058, -1.109, 1.235)  0.157
H (1.458, -1.137, 0.392)  0.164
H (1.801, -1.811, 1.941)  0.132
H (0.694, -4.226, 0.727)  0.063
H (-0.090, -3.393, 1.850)  0.050
O (0.764, -3.664, 1.507)  -0.044

## Properties
- Kohn-Sham gap: 9.487 eV
- Relative energy (zero: lowest compared OMol25 entry of this formula, charge and spin): 13.0 kcal per mole
- Charge: +1

=====

C5H18NO2 | ωB97M-V/def2-TZVPD

Each line ends with the Löwdin charge.
Atoms and positions in Å:
C (0.551, -0.844, -0.455)  -0.151
C (-0.897, -0.664, 0.068)  -0.358
C (-1.794, -1.179, -1.064)  -0.076
C (-1.204, 0.861, 0.226)  -0.216
C (-2.668, 1.200, 0.427)  -0.101
N (1.482, -0.793, 0.711)  0.200
H (0.606, -1.747, -1.048)  0.131
H (0.645, 0.021, -1.092)  0.120
H (-1.210, -1.220, 0.956)  0.145
H (-2.824, -0.854, -0.937)  0.076
H (-1.923, -2.270, -1.058)  0.092
H (-1.447, -0.989, -2.082)  0.096
H (-0.940, 1.215, -0.768)  0.113
H (-0.563, 1.255, 1.016)  0.091
H (-3.179, 0.420, 0.982)  0.082
H (-3.210, 1.509, -0.462)  0.086
H (-2.814, 2.056, 1.087)  0.077
H (1.628, -1.750, 1.032)  0.179
H (1.192, -0.183, 1.480)  0.137
H (2.387, -0.401, 0.445)  0.129
H (3.347, 0.087, -1.811)  0.076
H (3.385, -1.399, -2.261)  0.070
O (3.031, -0.804, -1.592)  -0.043
H (1.372, 2.020, 2.093)  0.030
H (2.783, 2.467, 2.381)  0.062
O (2.263, 1.985, 1.726)  -0.049

## Properties
- Kohn-Sham gap: 11.566 eV
- Relative energy (zero: lowest compared OMol25 entry of this formula, charge and spin): 20.1 kcal per mole
- Charge: +1

=====

C5H18NO2 | ωB97M-V/def2-TZVPD

Each line ends with the Löwdin charge.
Atoms and positions in Å:
C (-0.568, 1.808, -1.443)  -0.056
C (-1.137, 0.590, -0.713)  -0.324
C (-0.009, -0.511, -0.449)  -0.371
C (0.596, -1.036, -1.770)  -0.076
C (1.207, -0.213, 0.536)  -0.048
N (-1.833, 0.684, 0.594)  0.187
H (-0.077, 1.455, -2.400)  0.105
H (0.180, 2.462, -1.075)  0.058
H (-1.304, 2.646, -1.784)  0.119
H (-1.909, 0.150, -1.481)  0.183
H (-0.619, -1.274, 0.140)  0.125
H (0.844, -2.142, -1.567)  0.092
H (1.432, -0.404, -2.096)  0.094
H (-0.154, -1.043, -2.571)  0.078
H (1.896, -1.102, 0.478)  0.081
H (0.901, -0.094, 1.587)  0.053
H (1.647, 0.787, 0.320)  0.089
H (-1.317, 1.368, 1.193)  0.116
H (-1.866, -0.330, 1.004)  0.205
H (-2.784, 1.020, 0.509)  0.165
H (-0.148, 2.933, 2.962)  0.051
H (-0.392, 1.436, 2.993)  0.031
O (-0.779, 2.269, 2.786)  -0.003
H (1.488, -3.764, 0.265)  0.056
H (2.616, -4.040, -0.687)  0.034
O (2.261, -3.354, -0.150)  -0.044

## Properties
- Kohn-Sham gap: 11.112 eV
- Relative energy (zero: lowest compared OMol25 entry of this formula, charge and spin): 37.9 kcal per mole
- Charge: +1

=====

C5H18NO2 | ωB97M-V/def2-TZVPD

Each line ends with the Löwdin charge.
Atoms and positions in Å:
C (0.333, -0.712, 0.806)  -0.161
C (0.060, 0.284, -0.302)  -0.171
C (-1.062, 1.348, -0.001)  -0.200
C (-1.163, 1.913, 1.425)  -0.266
C (-0.365, 3.220, 1.497)  -0.102
N (-0.318, -2.051, 0.594)  0.165
H (0.017, -0.237, 1.787)  0.120
H (1.375, -0.861, 1.107)  0.133
H (0.958, 0.883, -0.452)  0.113
H (-0.196, -0.168, -1.274)  0.115
H (-0.878, 2.205, -0.684)  0.116
H (-2.054, 1.010, -0.349)  0.107
H (-2.170, 2.024, 1.861)  0.111
H (-0.940, 1.223, 2.291)  0.095
H (0.379, 3.336, 0.720)  0.067
H (0.108, 3.415, 2.444)  0.066
H (-1.060, 4.059, 1.361)  0.084
H (-0.604, -2.377, 1.517)  0.168
H (-1.198, -1.887, 0.083)  0.164
H (0.146, -2.704, -0.084)  0.109
H (0.942, -3.213, -2.154)  0.067
H (-0.137, -4.144, -1.859)  0.092
O (0.099, -3.222, -1.666)  -0.038
H (2.188, -1.345, -3.539)  0.050
H (3.090, -0.643, -2.516)  0.049
O (2.450, -1.354, -2.613)  -0.053

## Properties
- Kohn-Sham gap: 10.838 eV
- Relative energy (zero: lowest compared OMol25 entry of this formula, charge and spin): 29.9 kcal per mole
- Charge: +1

=====

C5H18NO2 | ωB97M-V/def2-TZVPD

Each line ends with the Löwdin charge.
Atoms and positions in Å:
C (-0.510, -0.937, -2.445)  0.019
C (-0.827, -0.411, -1.024)  -0.374
C (-1.442, -1.599, -0.071)  -0.111
C (-1.809, -0.878, 1.234)  -0.231
C (-2.495, 0.502, 1.128)  -0.090
N (0.208, 0.340, -0.381)  0.408
H (0.338, -1.691, -2.351)  0.129
H (-0.128, -0.097, -3.006)  0.082
H (-1.414, -1.408, -2.943)  0.136
H (-1.720, 0.279, -1.210)  0.212
H (-2.251, -2.095, -0.591)  0.117
H (-0.629, -2.325, -0.052)  0.116
H (-2.396, -1.457, 1.887)  0.094
H (-0.801, -0.659, 1.778)  0.144
H (-1.707, 1.246, 0.849)  0.072
H (-3.299, 0.667, 0.501)  0.057
H (-2.762, 0.742, 2.148)  0.088
H (0.166, 6.545, 1.816)  -0.004
H (-0.049, 7.257, 1.891)  0.004
H (0.461, 1.195, -0.890)  0.134
H (1.773, -0.981, 0.192)  -0.015
H (3.142, -1.329, 0.410)  -0.056
O (2.328, -1.713, 0.481)  0.003
H (5.532, -1.117, 0.504)  0.063
H (5.255, 0.414, 0.190)  0.048
O (5.037, -0.490, -0.041)  -0.046

## Properties
- Kohn-Sham gap: 5.305 eV
- Relative energy (zero: lowest compared OMol25 entry of this formula, charge and spin): 176.2 kcal per mole
- Charge: +1

=====

C5H18NO2 | ωB97M-V/def2-TZVPD

Each line ends with the Löwdin charge.
Atoms and positions in Å:
C (-0.657, 0.821, -2.368)  -0.079
C (-0.789, 0.088, -1.162)  -0.238
C (0.264, 0.286, 0.010)  -0.377
C (1.089, -1.075, -0.015)  -0.047
C (1.093, 1.490, -0.035)  -0.093
N (-2.359, 0.407, -0.402)  0.236
H (0.248, 0.717, -3.010)  0.123
H (-0.577, 1.979, -2.041)  0.145
H (-1.578, 0.616, -3.019)  0.120
H (-0.859, -0.979, -1.348)  0.125
H (-0.303, 0.192, 1.014)  0.148
H (0.765, -1.790, 0.751)  0.084
H (2.184, -0.866, 0.179)  0.104
H (1.027, -1.662, -0.914)  0.065
H (0.628, 2.382, -0.142)  0.033
H (1.628, 1.458, -0.999)  0.102
H (1.869, 1.546, 0.782)  0.127
H (-2.412, 1.348, -0.340)  0.038
H (-2.407, -0.173, 0.420)  0.138
H (-3.151, 0.175, -1.067)  0.177
H (-1.297, 2.690, 1.709)  0.020
H (-2.534, 3.432, 1.410)  0.016
O (-2.132, 2.627, 1.336)  0.033
H (4.112, -5.079, 3.033)  -0.021
H (2.905, -5.643, 3.387)  0.009
O (3.243, -4.989, 2.832)  0.012

## Properties
- Kohn-Sham gap: 10.615 eV
- Relative energy (zero: lowest compared OMol25 entry of this formula, charge and spin): 58.6 kcal per mole
- Charge: +1

=====

C5H18NO5 | ωB97M-V/def2-TZVPD

Each line ends with the Löwdin charge.
Atoms and positions in Å:
C (-0.468, -2.004, 0.101)  -0.243
N (0.570, -2.423, -0.802)  -0.075
C (1.929, -1.736, -0.640)  -0.478
O (1.971, -0.429, -0.552)  -0.302
C (-0.799, -0.456, 0.118)  -0.135
C (-1.148, 0.003, 1.541)  -0.435
C (-0.777, 1.431, 1.878)  -0.040
O (-2.574, -0.090, 1.785)  -0.074
H (-1.419, -2.521, 0.041)  0.094
H (-0.134, -2.157, 1.136)  0.096
H (0.229, -2.274, -1.746)  0.078
H (2.469, -2.179, -1.480)  0.086
H (2.227, -2.271, 0.288)  0.092
H (-1.713, -0.355, -0.492)  0.112
H (0.047, 0.130, -0.151)  0.070
H (-0.725, -0.671, 2.283)  0.124
H (-1.210, 1.544, 2.875)  0.075
H (0.273, 1.574, 2.097)  0.077
H (-1.224, 2.152, 1.186)  0.074
H (-2.884, -0.939, 1.494)  0.062
H (2.212, 0.228, -3.011)  0.022
H (1.076, -0.033, -2.073)  -0.008
O (1.242, 0.279, -3.010)  -0.136
H (-2.368, 2.152, -1.034)  0.026
H (-3.538, 2.376, -0.086)  0.022
O (-3.129, 2.726, -0.878)  -0.066
H (2.352, 1.822, 0.437)  0.006
H (3.257, 0.714, 0.306)  0.000
O (3.226, 1.578, 0.770)  -0.123

## Properties
- Kohn-Sham gap: 7.434 eV
- Relative energy (zero: lowest compared OMol25 entry of this formula, charge and spin): 25.2 kcal per mole
- Charge: -1

=====

C5H18O3 | ωB97M-V/def2-TZVPD

Each line ends with the Löwdin charge.
Atoms and positions in Å:
C (1.517, -0.397, 0.394)  -0.106
C (1.079, -1.758, -0.145)  -0.257
C (2.233, -2.608, -0.665)  -0.449
C (1.758, -3.738, -1.605)  -0.083
C (3.068, -3.161, 0.493)  -0.084
H (1.741, -0.438, 1.454)  0.063
H (2.381, -0.007, -0.142)  0.071
H (0.741, 0.361, 0.253)  0.066
H (0.519, -2.312, 0.624)  0.118
H (0.318, -1.668, -0.919)  0.102
H (2.872, -1.978, -1.280)  0.119
H (2.522, -4.519, -1.630)  0.071
H (1.661, -3.380, -2.631)  0.071
H (0.807, -4.177, -1.306)  0.076
H (2.994, -2.557, 1.413)  0.073
H (4.133, -3.255, 0.254)  0.075
H (2.750, -4.166, 0.789)  0.075
H (-4.899, 1.279, 1.446)  0.033
H (-4.267, 1.116, 0.031)  0.016
O (-4.410, 0.676, 0.876)  -0.069
H (0.320, 5.569, 0.302)  0.045
H (-0.716, 5.532, -0.778)  0.046
O (-0.593, 5.298, 0.151)  -0.052
H (-2.285, 3.841, 0.473)  0.011
H (-3.242, 3.561, -0.629)  0.034
O (-3.226, 3.644, 0.334)  -0.064

## Properties
- Kohn-Sham gap: 11.319 eV
- Relative energy (zero: lowest compared OMol25 entry of this formula, charge and spin): 8.4 kcal per mole
- SMILES: CCC(C)C.O.O.O